Record 1
C40H68Br48FInO2PS | wB97M-V/def2-TZVPD

Calculated values
HOMO level in eV: -5.071
Largest force on an atom in eV/A: 1.8
HOMO-LUMO gap in eV: 5.71
Total charge: -1

XYZ file:
```
162
C40H68Br48FInO2PS wB97M-V/def2-TZVPD
In 1.441 -3.948 0.323
Br -7.303 14.676 3.232
Br -9.864 -8.558 8.752
Br -8.542 -3.886 4.038
Br 11.045 4.209 4.285
Br -9.189 -5.922 -2.268
Br -6.263 7.529 2.004
Br -8.025 -3.531 -0.494
Br -1.933 -5.540 0.182
Br -9.474 12.516 -2.415
Br -0.850 0.014 3.112
Br -4.595 13.379 2.128
Br -10.011 -6.498 5.144
Br 3.589 3.170 -1.509
Br -4.594 -4.153 1.300
Br -8.633 -5.348 -7.080
Br -9.859 -8.025 -5.821
Br -7.422 12.211 1.198
Br -5.544 4.347 4.218
Br 7.888 7.016 -1.808
Br -12.647 12.479 -2.003
Br -0.830 2.484 5.155
Br -9.590 -5.938 0.909
Br 10.055 -4.779 -2.870
Br 10.298 6.363 -3.806
Br -4.799 -6.694 -0.646
Br -4.145 -10.148 -6.749
Br -10.811 14.284 -0.106
Br 2.038 0.696 -0.210
Br 13.099 6.601 4.816
Br -8.609 -10.382 6.449
Br -3.128 6.860 2.013
Br -11.769 -10.374 6.939
Br -1.203 -9.012 -6.210
Br -12.671 -11.792 -3.995
Br -4.150 9.775 1.194
Br 12.914 5.262 1.916
Br -2.791 5.600 5.233
Br 7.354 5.296 -4.447
Br -3.584 -8.292 -4.205
Br -6.786 -7.288 -5.323
Br 7.132 -4.984 -4.156
Br 2.479 0.818 -3.372
Br -9.510 -11.818 -4.491
Br -10.763 -9.928 -2.229
Br -11.681 -3.816 4.645
Br 7.600 -5.835 -1.113
Br -5.558 6.846 6.236
Br 1.921 1.223 4.130
S 3.362 -5.338 3.273
P 1.913 -4.112 2.856
F 0.776 -5.795 -0.382
O 0.459 -4.516 3.588
O 2.261 -2.543 3.388
C 7.001 0.939 -3.271
C -10.924 -11.596 -3.191
C -5.686 4.082 0.669
C 8.755 5.443 1.776
C -9.971 -4.566 5.143
C -8.448 -5.413 -0.558
C 0.075 0.878 4.573
C 12.754 4.981 3.822
C -1.582 -1.122 -1.589
C 7.314 3.712 0.433
C 6.892 -2.201 0.275
C -10.024 -10.202 7.751
C 3.292 -3.326 -0.806
C 4.293 -2.488 0.076
C 8.739 4.179 0.841
C 6.514 -1.392 -2.185
C 8.373 -5.734 -2.878
C -10.925 12.659 -1.145
C -1.042 -2.551 -1.233
C -8.280 -7.171 -6.542
C 3.193 1.281 -1.638
C 7.534 5.523 2.742
C 8.391 2.133 -1.370
C 5.698 -3.184 0.073
C 7.524 -1.690 -1.052
C -0.224 -2.440 0.115
C 8.270 1.750 -2.873
C -4.948 2.412 -1.184
C -3.710 1.541 -1.595
C -3.760 -5.807 0.731
C 7.209 -0.614 -3.355
C -4.588 3.718 -0.410
C -3.098 -8.689 -6.031
C 8.403 6.705 -3.645
C -4.547 7.884 1.191
C -2.702 -0.668 -0.609
C 7.217 3.066 -0.984
C -3.916 0.016 -1.317
C -6.434 13.060 2.624
C -4.636 5.244 5.672
H 0.124 -1.399 0.268
H -0.956 -2.627 0.935
H -4.818 -0.171 -0.701
H -2.815 1.916 -1.070
H 6.109 -2.329 -2.614
H 9.235 3.381 1.431
H 4.355 -1.431 -0.248
H -9.918 -11.017 8.455
H 8.585 -6.747 -3.195
H -7.515 -5.952 -0.442
H -10.816 -12.392 -2.467
H 0.546 -4.525 4.554
H 0.071 0.187 5.407
H 7.103 3.860 -1.742
H 9.662 5.412 2.406
H -9.768 -4.251 6.158
H 7.733 6.086 3.668
H 8.095 -0.765 -0.858
H -2.302 0.063 0.122
H -4.548 4.581 -1.105
H 6.718 1.279 -4.288
H 8.232 -2.468 -1.401
H -0.731 -0.425 -1.458
H -4.641 4.561 6.512
H 8.515 1.269 -0.693
H 13.515 4.265 4.104
H -6.424 12.371 3.459
H 8.195 7.614 -4.194
H -5.507 2.730 -2.085
H -1.881 -1.084 -2.653
H 7.682 -2.763 0.817
H 3.939 -2.483 1.123
H 8.758 6.341 1.133
H 7.097 4.540 2.986
H 5.636 -0.813 -1.845
H -5.207 4.208 1.656
H 6.730 6.079 2.216
H -0.356 -2.893 -2.030
H 7.001 2.944 1.166
H 1.638 -1.931 2.967
H 6.285 2.471 -0.988
H 5.682 -3.881 0.934
H -4.085 -0.501 -2.282
H 6.596 -1.377 0.955
H 6.785 -0.958 -4.319
H -8.004 -7.718 -7.434
H -6.161 5.037 0.404
H 9.408 4.390 -0.010
H -5.621 1.771 -0.587
H -3.093 -1.512 -0.009
H -10.826 11.832 -0.454
H 8.243 2.708 -3.428
H 6.611 4.566 0.441
H 6.120 1.129 -2.635
H -3.571 1.652 -2.686
H -3.330 -7.811 -6.620
H -3.747 -6.466 1.589
H 5.856 -3.786 -0.842
H 9.329 2.720 -1.282
H 4.131 0.749 -1.529
H 9.174 1.223 -3.237
H 3.034 -2.801 -1.743
H 3.799 -4.273 -1.074
H -3.587 3.657 0.051
H -6.408 3.250 0.717
H 8.293 -0.820 -3.407
H -4.609 7.573 0.155
H -1.877 -3.256 -1.129
```

=====

Record 2
CH3IOS2 | wB97M-V/def2-TZVPD

Calculated values
HOMO level in eV: -8.805
Largest force on an atom in eV/A: 3.0
HOMO-LUMO gap in eV: 6.93
Energy above the lowest of the compared OMol25 structures with the same formula, charge and spin in kJ/mol: 172.5

XYZ file:
```
8
CH3IOS2 wB97M-V/def2-TZVPD
I -2.451 0.570 0.942
S -2.044 0.386 -1.339
S -0.197 -1.538 -1.165
O 0.297 -1.016 0.326
C 1.020 0.183 0.321
H 1.827 0.039 -0.306
H 0.335 0.871 -0.163
H 1.212 0.504 1.384
```

=====

Record 3
C6H19N2O2 | wB97M-V/def2-TZVPD

Calculated values
HOMO level in eV: -12.449
Largest force on an atom in eV/A: 2.6
HOMO-LUMO gap in eV: 9.77
Total charge: +1
Energy above the lowest of the compared OMol25 structures with the same formula, charge and spin in kJ/mol: 177.0

XYZ file:
```
29
C6H19N2O2 wB97M-V/def2-TZVPD
O 3.208 -0.506 0.398
O 1.383 -2.097 -0.667
N -1.166 -0.986 1.694
N -0.598 -0.237 -0.930
C 0.018 1.730 -2.006
C -0.752 0.453 -2.266
C -0.131 2.067 -0.507
C -2.251 -0.474 2.558
C -0.752 0.817 0.170
C -0.161 0.092 1.390
H 1.059 1.769 -2.320
H -2.615 0.451 2.135
H 2.288 -1.803 -0.377
H -1.764 0.475 -2.682
H 0.752 -0.461 1.167
H 1.554 -2.634 -1.441
H -3.043 -1.215 2.681
H -0.436 2.568 -2.562
H -0.622 -1.735 2.093
H -1.354 -0.912 -0.876
H 3.949 -0.239 -0.169
H -0.894 2.847 -0.385
H 3.624 -0.585 1.270
H -0.240 -0.126 -3.033
H -1.870 -0.513 3.599
H 0.805 2.436 -0.107
H -1.832 0.851 0.239
H 0.318 -0.762 -1.008
H 0.255 0.758 2.154
```

=====

Record 4
C2H9NO4 | wB97M-V/def2-TZVPD

Calculated values
HOMO level in eV: -9.666
Largest force on an atom in eV/A: 7.6
HOMO-LUMO gap in eV: 10.22
Energy above the lowest of the compared OMol25 structures with the same formula, charge and spin in kJ/mol: 231.4
SMILES: O=CNCO.O.O

XYZ file:
```
16
C2H9NO4 wB97M-V/def2-TZVPD
O -0.322 2.313 -0.867
O -4.076 -0.074 -1.431
O 2.411 -2.407 2.776
O 0.686 -0.635 1.194
N 1.038 0.417 -0.884
C 0.072 -0.251 0.008
C 0.712 1.632 -1.285
H 2.018 0.398 -0.641
H -4.896 -0.602 -1.509
H -0.544 -0.973 -0.605
H 0.975 -1.578 0.968
H 1.990 -2.951 3.492
H -0.842 0.391 0.311
H 1.386 2.240 -1.994
H -3.613 -0.106 -2.193
H 1.956 -1.606 2.642
```

=====

Record 5
BrClIO3P | wB97M-V/def2-TZVPD

Calculated values
HOMO level in eV: -9.362
Largest force on an atom in eV/A: 2.7
HOMO-LUMO gap in eV: 7.41
Energy above the lowest of the compared OMol25 structures with the same formula, charge and spin in kJ/mol: 328.6

XYZ file:
```
7
BrClIO3P wB97M-V/def2-TZVPD
I -2.421 -1.423 -0.051
Br -2.386 0.987 -0.789
Cl 1.487 -0.838 -1.469
P 1.556 0.288 1.267
O 2.249 0.033 -0.237
O 0.557 -0.746 1.538
O -1.042 1.699 -0.259
```

=====

Record 6
C4H10ClN3 | wB97M-V/def2-TZVPD

Calculated values
HOMO level in eV: -9.328
Largest force on an atom in eV/A: 4.0
HOMO-LUMO gap in eV: 9.20
Energy above the lowest of the compared OMol25 structures with the same formula, charge and spin in kJ/mol: 430.8

XYZ file:
```
18
C4H10ClN3 wB97M-V/def2-TZVPD
Cl 4.560 -0.104 -1.100
N 2.577 -1.600 0.306
N 1.525 -1.114 0.664
N -1.126 1.057 1.464
C -0.835 0.179 0.317
C -2.105 -0.670 -0.103
C -0.601 0.982 -1.008
C 0.737 -0.235 0.776
H -1.683 1.476 -1.278
H -2.074 1.387 1.381
H 3.116 -1.932 1.080
H -1.873 -1.719 0.184
H -2.970 -0.231 0.457
H -2.207 -0.514 -1.221
H -0.206 0.466 -1.902
H -0.508 1.887 1.261
H 0.168 1.757 -0.716
H 3.505 -1.072 -0.561
```

=====

Record 7
C3H6N3O | wB97M-V/def2-TZVPD

Calculated values
HOMO level in eV: -14.473
Largest force on an atom in eV/A: 3.0
HOMO-LUMO gap in eV: 9.97
Total charge: +1
Energy above the lowest of the compared OMol25 structures with the same formula, charge and spin in kJ/mol: 90.5
SMILES: [NH2+]=CN/C=N\C=O

XYZ file:
```
13
C3H6N3O wB97M-V/def2-TZVPD
O 1.590 -1.685 0.148
N -0.112 0.902 -0.049
N -1.680 -0.729 0.113
N 2.207 0.518 0.211
C 1.226 1.284 0.197
C 2.284 -0.761 -0.198
C -0.509 -0.252 0.440
H -1.940 -1.605 0.571
H -2.419 -0.513 -0.561
H 2.880 -0.831 -1.126
H 1.524 2.284 0.577
H -0.611 1.656 -0.435
H 0.117 -0.772 1.299
```

=====

Record 8
C5H11IN | wB97M-V/def2-TZVPD

Calculated values
HOMO level in eV: -13.946
Largest force on an atom in eV/A: 5.1
HOMO-LUMO gap in eV: 9.61
Total charge: +1
Energy above the lowest of the compared OMol25 structures with the same formula, charge and spin in kJ/mol: 56.5
SMILES: C[C@]1(I)CCC[NH2+]1

XYZ file:
```
18
C5H11IN wB97M-V/def2-TZVPD
I -2.861 -0.042 -0.031
N -0.025 -0.059 -1.154
C 0.551 -1.567 0.578
C -0.660 0.507 0.129
C 0.091 -0.117 1.215
C -0.527 1.966 0.066
C 1.050 -0.998 -0.795
H -1.066 2.295 0.909
H -0.828 -0.591 -1.562
H 2.021 -0.512 -0.641
H 0.117 0.642 -1.906
H 1.021 0.259 1.567
H 0.512 2.241 0.296
H -0.579 -0.324 2.083
H -0.305 -2.205 0.516
H -1.040 2.278 -0.873
H 1.196 -1.781 -1.649
H 1.332 -1.992 1.252
```

=====

Record 9
C25H19Cl3N4O10S2SiTi | wB97M-V/def2-TZVPD

Calculated values
HOMO level (alpha / beta) in eV: -3.989 / -6.192
Largest force on an atom in eV/A: 1.3
HOMO-LUMO gap (alpha / beta) in eV: 5.78 / 7.78
Total charge: -1
Energy above the lowest of the compared OMol25 structures with the same formula, charge and spin in kJ/mol: 115.1
Spin multiplicity: 2

XYZ file:
```
65
C25H19Cl3N4O10S2SiTi wB97M-V/def2-TZVPD
Ti -0.074 0.285 -0.048
Cl 0.033 -3.699 0.022
Cl 0.500 -2.528 2.962
Cl -2.451 -2.352 1.667
S 2.391 0.737 2.274
S -0.741 2.085 2.151
Si -0.403 -1.999 1.191
O -0.339 2.222 0.698
O -1.916 2.828 2.496
O 1.465 0.336 1.129
O -0.735 0.671 2.496
O 3.741 0.748 1.789
O -0.709 1.423 -1.680
O 2.117 0.014 3.473
O 6.285 3.939 0.155
O -2.034 0.392 0.112
O 7.335 2.810 -1.432
N -1.938 1.709 -1.731
N 1.503 0.016 -1.430
N -0.786 -1.219 -1.633
N -2.608 1.165 -0.806
C 1.405 -0.936 -2.368
C 0.661 2.912 2.870
C -6.119 1.853 -1.791
C 0.187 -1.616 -2.496
C -6.087 0.529 0.212
C 5.046 2.246 -1.036
C 3.955 0.180 -1.616
C 3.800 2.817 -0.794
C 5.110 0.929 -1.470
C 2.827 4.517 3.519
C 1.968 2.430 2.681
C 6.318 2.994 -0.822
C 1.539 4.978 3.722
C -4.735 1.873 -1.818
C 3.042 3.244 3.005
C -1.292 -3.195 -3.524
C -4.698 0.538 0.206
C 2.645 2.082 -0.967
C -1.990 -1.801 -1.715
C -2.297 -2.770 -2.640
C -6.800 1.179 -0.782
C -0.054 -2.620 -3.455
C -4.048 1.207 -0.815
C 0.454 4.180 3.385
C 2.709 0.747 -1.356
H 1.680 2.544 -0.791
H -2.722 -1.475 -0.989
H -6.606 0.009 1.007
H 4.042 2.853 2.868
H 4.030 -0.870 -1.869
H 5.450 3.856 0.637
H -1.494 -3.973 -4.249
H 3.713 3.854 -0.485
H 1.373 5.968 4.126
H 0.750 -2.919 -4.115
H -0.563 4.530 3.501
H -7.882 1.160 -0.777
H 6.079 0.486 -1.655
H -4.118 0.040 0.970
H 3.673 5.146 3.768
H -3.288 -3.201 -2.652
H -6.670 2.368 -2.569
H -4.195 2.392 -2.596
H 2.211 -1.120 -3.065
```

=====

Record 10
C29H68F10N9O19S4 | wB97M-V/def2-TZVPD

Calculated values
HOMO level in eV: -13.902
Largest force on an atom in eV/A: 3.9
HOMO-LUMO gap in eV: 7.87
Total charge: +3
Energy above the lowest of the compared OMol25 structures with the same formula, charge and spin in kJ/mol: 0.0

XYZ file:
```
139
C29H68F10N9O19S4 wB97M-V/def2-TZVPD
S -0.542 -2.711 5.144
S -3.299 -1.892 5.248
S 1.874 -4.317 -5.410
S 2.296 -5.275 -2.888
F -4.495 5.092 2.203
F -0.630 -1.404 4.220
F -3.454 -1.144 6.745
F 2.632 0.236 -3.084
F 0.910 -1.100 -3.318
F -6.170 4.104 2.948
F 1.038 -5.244 -6.369
F -4.630 4.681 4.295
F 2.724 -1.808 -2.464
F 2.822 -6.684 -3.187
O -4.400 2.609 1.487
O 3.901 -2.019 -7.579
O -3.097 -0.731 4.387
O 1.334 -3.007 -5.704
O -4.394 -2.805 5.322
O -5.692 -4.728 9.062
O 1.314 -1.445 -0.205
O 2.389 0.487 -0.490
O 3.261 -4.599 -5.636
O 0.345 -2.530 6.217
O -0.202 -3.649 4.120
O 3.538 -4.513 -2.903
O -4.358 -6.683 -6.511
O -1.255 4.863 1.178
O 4.209 3.302 -0.612
O -2.528 7.587 -3.737
O -2.661 3.349 2.951
O 2.957 -2.777 3.361
O 1.557 -5.302 -1.622
N 5.253 -2.575 -5.806
N -2.588 -5.645 -5.425
N -3.879 -3.670 8.002
N 3.183 -2.800 1.082
N 5.343 5.283 -0.574
N 0.033 4.667 2.972
N -2.035 -2.853 5.511
N -4.607 8.761 -3.985
N 1.244 -4.876 -4.068
C -2.292 1.274 0.871
C 1.444 -0.295 -1.062
C 2.958 -3.455 2.412
C -2.595 -5.004 -4.085
C -4.633 10.004 -3.153
C 1.933 -0.755 -2.469
C -2.741 -4.249 8.765
C -0.254 5.183 1.741
C -5.272 -2.393 9.631
C 5.880 -2.096 -4.535
C -3.777 1.374 0.986
C -4.374 6.786 -2.388
C 6.587 5.987 -0.436
C -1.035 -2.081 -0.600
C 0.700 6.307 1.300
C 6.438 3.281 -1.406
C 0.068 -1.643 0.472
C 0.892 5.217 3.917
C -5.063 -3.717 8.910
C -3.540 -6.869 -5.726
C 2.522 -4.844 2.281
C 5.250 3.937 -0.700
C -3.687 7.651 -3.365
C -3.164 -8.130 -4.917
C -3.955 2.934 2.779
C -4.870 4.158 3.126
C 4.733 -1.603 -6.893
C 5.414 -0.271 -6.983
C 4.445 -1.958 0.965
H 2.360 -2.211 0.761
H 5.251 -1.351 -4.023
H -3.026 -5.284 9.041
H -1.636 -5.966 -5.597
H 7.309 3.256 -0.769
H -2.093 0.355 0.300
H 0.937 6.199 0.242
H 6.101 -2.936 -3.919
H 6.859 -1.684 -4.826
H -1.854 -4.212 -4.117
H -3.429 -8.966 -5.531
H -3.587 10.370 -3.071
H -2.130 -8.275 -4.574
H 1.686 6.354 1.813
H 2.461 1.461 -0.726
H -0.227 -0.747 1.004
H 6.435 6.996 -0.816
H 4.657 5.739 0.047
H 6.902 5.987 0.626
H 0.112 -2.501 1.111
H 0.185 7.247 1.372
H -1.936 1.314 1.887
H -4.103 0.538 1.592
H 7.249 5.525 -1.111
H -5.536 8.394 -4.229
H 1.480 -4.802 2.216
H -1.252 -1.160 -1.131
H -4.463 -2.102 10.319
H -5.029 9.580 -2.256
H -3.907 6.720 -1.458
H -2.222 -5.606 -3.275
H 0.556 6.241 4.152
H 4.523 -3.303 -5.580
H 0.476 0.268 -1.134
H -0.468 -2.849 -1.142
H 4.648 -1.786 -0.114
H -2.593 -4.935 -6.100
H -4.335 5.755 -2.824
H 0.875 4.512 4.737
H -4.189 1.239 -0.042
H -1.829 -4.168 8.115
H 6.165 2.288 -1.690
H 2.793 -5.280 3.260
H -6.131 -2.434 10.304
H 5.986 -3.198 -6.235
H -2.248 3.866 2.210
H 4.169 -1.033 1.424
H 4.781 0.538 -6.574
H -4.022 2.102 3.528
H -2.061 2.168 0.380
H 5.268 -2.458 1.532
H -5.308 10.742 -3.661
H 2.934 -5.406 1.452
H 3.184 -3.535 0.342
H -5.353 -1.582 8.905
H 1.905 5.338 3.537
H 6.851 3.853 -2.262
H -3.659 -2.703 7.831
H -3.842 -8.138 -4.055
H 5.775 0.055 -8.028
H -5.438 7.005 -2.225
H -0.355 3.798 3.296
H -3.938 -4.150 7.091
H -1.933 -2.460 -0.167
H -3.512 -4.512 -3.810
H 6.266 -0.355 -6.412
H -4.136 8.904 -4.909
H -2.613 -3.590 9.646
```